No. 1
{"formula": "C47H96F12KN5O12S4", "method": "wB97M-V/def2-TZVPD", "charge": 2, "e_lumo_ev": -3.3, "e_tot_ev": -174579.7096, "symbols": ["K", "C", "C", "C", "N", "C", "C", "C", "C", "C", "H", "H", "H", "H", "H", "H", "H", "H", "H", "H", "H", "H", "H", "H", "H", "H", "H", "H", "C", "C", "C", "N", "C", "C", "C", "C", "C", "H", "H", "H", "H", "H", "H", "H", "H", "H", "H", "H", "H", "H", "H", "H", "H", "H", "H", "C", "C", "C", "N", "C", "C", "C", "C", "C", "C", "H", "H", "H", "H", "H", "H", "H", "H", "H", "H", "H", "H", "H", "H", "H", "H", "H", "H", "H", "H", "C", "C", "C", "N", "C", "C", "C", "C", "C", "C", "H", "H", "H", "H", "H", "H", "H", "H", "H", "H", "H", "H", "H", "H", "H", "H", "H", "H", "H", "H", "C", "C", "C", "N", "C", "C", "C", "C", "C", "C", "H", "H", "H", "H", "H", "H", "H", "H", "H", "H", "H", "H", "H", "H", "H", "H", "H", "H", "H", "H", "C", "F", "F", "F", "S", "O", "O", "O", "C", "F", "F", "F", "S", "O", "O", "O", "C", "F", "F", "F", "S", "O", "O", "O", "C", "F", "F", "F", "S", "O", "O", "O"], "positions_angstrom": [[0.9511, 0.0778, -1.0481], [-3.1026, -8.1193, 1.6496], [-4.0655, -7.0199, 2.0734], [-3.7025, -5.8260, 1.2097], [-4.5134, -4.5613, 1.4154], [-6.0500, -4.8175, 1.2826], [-4.2476, -3.7830, 2.6936], [-4.4156, -2.2837, 2.3970], [-3.9810, -2.1372, 0.9553], [-4.2014, -3.5064, 0.2637], [-3.5245, -9.0661, 1.9866], [-2.0713, -8.0979, 2.0018], [-3.1767, -8.2793, 0.5740], [-4.0119, -6.6819, 3.1083], [-5.0689, -7.3880, 1.8596], [-3.8307, -6.1702, 0.1834], [-2.6543, -5.5676, 1.3595], [-6.3879, -5.5595, 2.0060], [-6.2653, -5.2358, 0.2993], [-6.5808, -3.8907, 1.5001], [-4.9295, -4.1102, 3.4785], [-3.2268, -3.9161, 3.0517], [-5.4253, -1.8901, 2.5142], [-3.7903, -1.7768, 3.1320], [-4.7346, -1.5147, 0.4729], [-2.9307, -1.8458, 0.9455], [-5.0590, -3.4292, -0.4046], [-3.3107, -3.8583, -0.2567], [4.6814, -2.6148, -0.0088], [4.6960, -2.3577, 1.4991], [5.2933, -3.4301, 2.3263], [5.3246, -3.1165, 3.8528], [3.8700, -2.9989, 4.4189], [6.1446, -1.8583, 4.2211], [6.6751, -2.0156, 5.6399], [6.6757, -3.5254, 5.9584], [6.0905, -4.2005, 4.6407], [5.7183, -2.5914, -0.3438], [4.1784, -1.8114, -0.5471], [4.2302, -3.5760, -0.2550], [3.6453, -2.1761, 1.7256], [5.2252, -1.4354, 1.7386], [6.3016, -3.6944, 2.0076], [4.7292, -4.3620, 2.3638], [3.8930, -3.2169, 5.4866], [3.3369, -3.8234, 3.9455], [3.4160, -2.0362, 4.1841], [5.5208, -0.9923, 3.9999], [7.0138, -1.9066, 3.5650], [5.9627, -1.4934, 6.2786], [7.7199, -1.7342, 5.7712], [6.0762, -3.7086, 6.8501], [7.6998, -3.8472, 6.1476], [5.4743, -5.0904, 4.7695], [6.9865, -4.3628, 4.0416], [3.3583, 7.6683, -1.6288], [2.0236, 6.9229, -1.8571], [2.1305, 6.4259, -3.3071], [0.9177, 5.6188, -3.8181], [0.6389, 4.4624, -2.9426], [1.3963, 3.1514, -3.3791], [1.7207, 2.9013, -4.8645], [2.0644, 4.1323, -5.5862], [1.0127, 5.2583, -5.3368], [-0.3143, 6.5436, -3.7206], [4.0494, 6.9259, -1.2297], [3.1623, 8.4075, -0.8522], [3.7615, 8.0815, -2.5533], [1.2379, 7.6773, -1.8182], [1.8631, 6.1828, -1.0731], [2.9370, 5.6960, -3.3765], [2.3232, 7.0927, -4.1475], [0.6943, 4.6702, -1.8740], [-0.3994, 4.2636, -3.2080], [2.3649, 3.1526, -2.8792], [0.8978, 2.2560, -3.0075], [2.4622, 2.1155, -5.0091], [0.8004, 2.5648, -5.3419], [3.1002, 4.3473, -5.3235], [2.1708, 3.8978, -6.6454], [1.4065, 6.1383, -5.8453], [0.0909, 4.9223, -5.8117], [-1.1190, 6.1680, -4.3526], [0.0687, 7.4758, -4.1359], [-0.6838, 6.6810, -2.7044], [-0.6818, 0.6920, 7.8930], [-0.0968, 0.5136, 6.4217], [-0.2722, 1.6897, 5.4706], [0.2773, 1.4555, 4.0640], [0.3496, 2.7739, 3.2305], [1.4082, 3.7450, 3.8190], [2.7686, 3.1181, 4.0147], [2.7335, 1.7909, 4.7183], [1.7384, 0.8265, 4.0184], [-0.6547, 0.4595, 3.2966], [-1.7402, 0.4392, 7.8297], [-0.6466, 1.7279, 8.2303], [-0.1519, -0.0498, 8.4907], [-0.5132, -0.4108, 6.0214], [0.9512, 0.3867, 6.6928], [0.1791, 2.5115, 6.0265], [-1.3531, 1.8127, 5.4024], [-0.6267, 3.2576, 3.1992], [0.7393, 2.5449, 2.2386], [1.0456, 4.1188, 4.7766], [1.6249, 4.5110, 3.0745], [3.4213, 3.8279, 4.5229], [3.2822, 3.0301, 3.0574], [2.6278, 1.9506, 5.7913], [3.7211, 1.3459, 4.5965], [1.7158, -0.1945, 4.3993], [1.8656, 0.6639, 2.9481], [-0.5796, -0.5363, 3.7335], [-0.2876, 0.4117, 2.2714], [-1.6877, 0.8074, 3.2919], [-6.6266, -2.0255, -2.2177], [-5.4149, -1.8731, -3.1883], [-5.4754, -0.8172, -4.3162], [-4.0664, -0.2501, -4.8605], [-4.5766, 0.6262, -6.0957], [-3.4475, 1.5822, -6.6608], [-2.6808, 2.3471, -5.5600], [-2.2126, 1.3925, -4.4476], [-3.2714, 0.5782, -3.8117], [-3.2377, -1.4399, -5.3612], [-7.5706, -1.8764, -2.7418], [-6.6467, -1.2545, -1.4475], [-6.7347, -3.0614, -1.8962], [-5.1102, -2.7912, -3.6906], [-4.5855, -1.6632, -2.5130], [-6.0625, 0.0446, -3.9988], [-6.0972, -1.1421, -5.1504], [-5.3266, 1.2571, -5.6186], [-5.0899, 0.0312, -6.8510], [-3.9938, 2.2624, -7.3142], [-2.7838, 0.9207, -7.2177], [-3.3077, 3.1465, -5.1648], [-1.7899, 2.8670, -5.9121], [-1.7655, 2.0283, -3.6835], [-1.3934, 0.7867, -4.8352], [-4.0257, 1.2146, -3.3489], [-2.9500, -0.1316, -3.0495], [-2.4209, -1.0663, -5.9787], [-3.9461, -2.1147, -5.8417], [-2.8744, -2.0308, -4.5203], [2.7898, -1.8433, -5.0329], [3.6721, -0.8468, -5.1788], [2.9359, -2.6880, -6.1110], [2.9971, -2.4855, -3.8638], [1.0744, -0.9599, -5.0106], [0.9994, -0.0442, -6.1471], [0.1341, -2.0807, -4.9406], [1.0061, -0.1805, -3.7800], [-3.8764, 2.2902, 0.1625], [-4.8017, 3.2595, 0.1323], [-3.6498, 1.9982, 1.4341], [-4.3725, 1.1974, -0.4451], [-2.2511, 3.0189, -0.7541], [-1.4409, 1.8304, -0.8450], [-2.6437, 3.5246, -2.0537], [-1.7220, 4.1152, 0.0652], [3.6647, 3.5420, -0.0431], [2.4734, 3.8486, 0.4434], [3.8572, 4.1825, -1.2167], [4.6129, 3.9227, 0.7941], [3.9514, 1.5980, -0.2544], [3.1889, 0.9812, 0.8466], [3.4020, 1.1690, -1.5411], [5.4337, 1.3974, -0.1272], [0.7334, -4.6414, 0.7592], [-0.0474, -4.7541, -0.2528], [0.3718, -5.6309, 1.6014], [1.9860, -4.8949, 0.4865], [0.4017, -3.0352, 1.6733], [1.4588, -2.9796, 2.6643], [0.5004, -1.9569, 0.6498], [-0.9216, -3.1933, 2.2854]]}

No. 2
{"formula": "C48H102BN11", "method": "wB97M-V/def2-TZVPD", "charge": 6, "e_lumo_ev": -11.1, "e_tot_ev": -68437.7436, "symbols": ["B", "H", "H", "H", "H", "C", "C", "N", "C", "C", "N", "C", "C", "H", "H", "H", "H", "H", "H", "H", "H", "H", "H", "H", "C", "C", "N", "C", "C", "N", "C", "C", "H", "H", "H", "H", "H", "H", "H", "H", "H", "H", "H", "C", "C", "N", "C", "C", "N", "C", "C", "H", "H", "H", "H", "H", "H", "H", "H", "H", "H", "H", "C", "C", "N", "C", "C", "N", "C", "C", "H", "H", "H", "H", "H", "H", "H", "H", "H", "H", "H", "C", "C", "C", "N", "C", "C", "C", "C", "C", "H", "H", "H", "H", "H", "H", "H", "H", "H", "H", "H", "H", "H", "H", "H", "H", "H", "H", "C", "C", "C", "N", "C", "C", "C", "C", "C", "H", "H", "H", "H", "H", "H", "H", "H", "H", "H", "H", "H", "H", "H", "H", "H", "H", "H", "C", "C", "C", "N", "C", "C", "C", "C", "C", "H", "H", "H", "H", "H", "H", "H", "H", "H", "H", "H", "H", "H", "H", "H", "H", "H", "H"], "positions_angstrom": [[-5.5350, 15.0324, 3.1227], [-6.1683, 14.0292, 3.3499], [-4.4286, 14.6560, 2.7972], [-6.0406, 15.5184, 2.1467], [-5.3730, 15.8051, 4.0313], [-13.7068, 13.2467, 4.5051], [-12.4779, 12.6995, 5.2243], [-11.1176, 13.1444, 4.8199], [-10.5888, 13.2874, 3.5505], [-9.3043, 13.7041, 3.7058], [-9.0033, 13.6823, 5.0534], [-10.1388, 13.3531, 5.6795], [-7.8103, 14.1062, 5.8389], [-14.5227, 12.5785, 4.7798], [-13.7308, 13.2361, 3.4105], [-13.9734, 14.2749, 4.7502], [-12.4523, 11.6280, 5.0243], [-12.5885, 12.8925, 6.2875], [-11.1347, 13.0657, 2.6507], [-8.5854, 13.8795, 2.9216], [-10.2292, 13.4196, 6.7531], [-6.9836, 14.5615, 5.2902], [-7.4635, 13.1444, 6.2261], [-8.1853, 14.6916, 6.6742], [-7.3701, 17.9738, 4.1201], [-7.3844, 18.2856, 5.6112], [-6.4949, 19.4111, 5.9448], [-6.9366, 20.7150, 5.9805], [-5.8623, 21.5002, 6.2312], [-4.7785, 20.6671, 6.3096], [-5.1829, 19.4079, 6.1521], [-3.4396, 21.0708, 6.7479], [-7.6704, 18.8588, 3.5533], [-8.0186, 17.1387, 3.8660], [-6.3747, 17.7579, 3.7385], [-7.1038, 17.4106, 6.1946], [-8.3762, 18.6198, 5.9063], [-7.9682, 20.9546, 5.7897], [-5.8067, 22.5478, 6.4769], [-4.5592, 18.5326, 6.1284], [-2.6869, 20.3608, 6.4180], [-3.4218, 21.2240, 7.8241], [-3.1987, 22.0224, 6.2756], [-2.4601, 16.2041, -2.2769], [-3.3159, 17.3018, -1.6561], [-2.9409, 17.4859, -0.2384], [-3.5509, 16.8693, 0.8392], [-2.9861, 17.3462, 1.9624], [-2.0647, 18.3138, 1.5578], [-2.1149, 18.4061, 0.2385], [-1.2899, 19.1627, 2.4518], [-2.8104, 15.2465, -1.8985], [-1.4211, 16.3779, -1.9924], [-2.4732, 16.1701, -3.3636], [-4.3837, 17.0978, -1.6804], [-3.1749, 18.2510, -2.1724], [-4.3383, 16.1534, 0.6810], [-3.0965, 17.0779, 2.9966], [-1.5978, 19.1161, -0.3902], [-0.2852, 18.7687, 2.5955], [-1.7658, 19.2551, 3.4246], [-1.2204, 20.1674, 2.0394], [-2.6358, 12.2147, 4.4721], [-4.0068, 12.2348, 5.1834], [-3.9439, 13.0437, 6.4048], [-4.0029, 14.4091, 6.4698], [-3.9740, 14.7752, 7.7765], [-3.9913, 13.5960, 8.5005], [-4.0127, 12.5779, 7.6622], [-3.9654, 13.5004, 9.9693], [-1.8423, 12.0605, 5.2018], [-2.4829, 13.2103, 4.0390], [-2.5774, 11.4979, 3.6575], [-4.1048, 11.1742, 5.4204], [-4.8523, 12.6224, 4.6192], [-3.9861, 15.0227, 5.5827], [-3.8412, 15.7435, 8.2229], [-4.0800, 11.5258, 7.8892], [-3.8791, 14.4783, 10.4286], [-3.1575, 12.8568, 10.3083], [-4.9001, 13.0400, 10.2875], [-1.8222, 14.0363, 0.3669], [-0.6542, 13.7124, 1.3252], [-0.2048, 14.8790, 2.1736], [1.0384, 14.6002, 2.9503], [0.7472, 13.6055, 4.0451], [2.2004, 14.0536, 2.1177], [3.4666, 14.4923, 2.8178], [3.0925, 15.9177, 3.2557], [1.6061, 15.8801, 3.5858], [-1.6843, 15.0039, -0.1005], [-2.7505, 14.0459, 0.9462], [-1.8942, 13.2479, -0.3786], [0.1591, 13.4801, 0.6326], [-0.8910, 12.8013, 1.8728], [-0.9738, 15.2429, 2.8609], [0.0172, 15.7316, 1.5246], [0.5419, 12.6422, 3.5962], [-0.0813, 14.0495, 4.5970], [1.5839, 13.5915, 4.7384], [2.0339, 12.9918, 1.9572], [2.1427, 14.5365, 1.1397], [3.7789, 13.8454, 3.6340], [4.2768, 14.5893, 2.0990], [3.6675, 16.1807, 4.1408], [3.3242, 16.6071, 2.4468], [1.4800, 15.8012, 4.6647], [1.0074, 16.7224, 3.2490], [-11.1134, 15.8467, -0.5788], [-12.1594, 16.6036, 0.2601], [-13.3031, 15.7119, 0.6896], [-14.2717, 16.3979, 1.6248], [-13.6395, 16.7491, 2.9265], [-15.5041, 15.5060, 1.8342], [-16.7079, 16.4115, 2.0904], [-16.1991, 17.8362, 1.7857], [-14.8892, 17.6658, 1.0484], [-11.1013, 14.7719, -0.3967], [-10.1338, 16.2695, -0.3556], [-11.2489, 15.9972, -1.6493], [-12.4662, 17.5269, -0.2261], [-11.6163, 16.9166, 1.1586], [-13.0066, 14.8282, 1.2548], [-13.8961, 15.4366, -0.1830], [-14.4148, 17.0534, 3.6268], [-12.9088, 17.5265, 2.7356], [-13.1552, 15.9086, 3.4241], [-15.2802, 14.7887, 2.6202], [-15.5706, 14.9735, 0.8878], [-17.0120, 16.3859, 3.1322], [-17.5009, 16.1360, 1.4027], [-16.1117, 18.4633, 2.6759], [-16.9051, 18.4510, 1.2250], [-14.1985, 18.4831, 1.2397], [-15.0201, 17.5029, -0.0205], [-9.2878, 10.2554, 3.1072], [-8.4054, 10.2604, 1.8639], [-7.1060, 9.5084, 2.1749], [-6.1317, 9.4483, 1.0116], [-5.5699, 10.8286, 0.8053], [-5.0653, 8.4366, 1.2851], [-4.4702, 8.0364, -0.0738], [-5.5743, 8.3875, -1.0726], [-6.7469, 8.9673, -0.2842], [-10.3149, 10.5661, 2.9023], [-9.0213, 10.9857, 3.8749], [-9.3265, 9.2471, 3.5171], [-8.1384, 11.2689, 1.5442], [-8.9136, 9.7471, 1.0500], [-7.3765, 8.4601, 2.3138], [-6.5734, 9.8885, 3.0437], [-6.3164, 11.5850, 0.6360], [-4.8490, 10.7107, -0.0090], [-4.8626, 10.9605, 1.6277], [-4.4308, 8.7282, 2.1211], [-5.5782, 7.5435, 1.6519], [-3.5513, 8.5910, -0.2615], [-4.2039, 6.9859, 0.0056], [-5.2161, 9.0564, -1.8559], [-5.9329, 7.5478, -1.6693], [-7.2260, 9.8046, -0.7854], [-7.5048, 8.2190, -0.0551]]}